# 1
{
  "formula": "C16H38GeN3O2PtSSi3",
  "method": "wB97M-V/def2-TZVPD",
  "lumo_ha": [-0.5047, -0.4948],
  "orbital_gap_ev": [5.275, 6.122],
  "charge": 4,
  "spin_multiplicity": 2,
  "symbols": ["Pt", "C", "O", "C", "O", "N", "N", "H", "H", "H", "H", "H", "H", "C", "Si", "C", "C", "Ge", "Si", "C", "C", "C", "Si", "C", "C", "C", "H", "H", "H", "H", "H", "H", "H", "H", "H", "H", "H", "H", "H", "H", "H", "H", "H", "H", "H", "H", "H", "H", "H", "H", "H", "H", "H", "S", "C", "N", "C", "C", "C", "C", "H", "H", "H", "H", "H"],
  "xyz": [[1.11818, 0.65839, -0.65408], [4.05057, -3.17009, 0.05267], [4.00653, -2.30195, -1.12851], [3.09353, -1.40624, -1.27392], [2.14980, -1.20734, -0.45954], [3.24494, -0.68436, -2.39786], [2.27880, 0.27899, -2.69107], [4.37976, -4.13443, -0.31663], [3.06841, -3.23231, 0.50962], [4.78305, -2.75157, 0.73606], [4.04330, -0.82807, -3.00388], [1.65436, -0.06832, -3.41249], [2.70482, 1.13738, -3.03053], [-0.39455, -4.08711, -1.07160], [-1.60249, -3.05164, -1.95889], [-3.34685, -3.07232, -1.44329], [-1.21403, -2.50308, -3.65663], [-0.89500, -0.42677, -0.44592], [-0.76627, -1.01777, 2.54588], [-0.61991, 0.72301, 3.09324], [-2.39821, -1.81577, 2.69608], [0.74842, -2.03645, 2.57864], [-3.02304, 1.75378, -1.23838], [-2.27919, 3.12512, -0.29088], [-2.66845, 1.68865, -3.02816], [-4.55369, 1.00389, -0.59869], [-0.27088, -4.99932, -1.67326], [-0.74154, -4.37851, -0.08011], [0.58698, -3.61628, -0.99123], [-3.71803, -4.08802, -1.64843], [-3.95438, -2.37757, -2.02469], [-3.49347, -2.89271, -0.37720], [-2.01063, -2.87850, -4.31081], [-0.26137, -2.91053, -3.99918], [-1.20312, -1.41708, -3.77974], [-1.58454, 1.22963, 3.13740], [0.06198, 1.30243, 2.47107], [-0.21016, 0.69718, 4.11203], [-3.21386, -1.19644, 2.31982], [-2.57324, -1.95384, 3.77431], [-2.43804, -2.80245, 2.23407], [1.49161, -1.70275, 1.85389], [0.53679, -3.09328, 2.41103], [1.18315, -1.93407, 3.58144], [-1.19087, 3.09166, -0.26510], [-2.66727, 3.17897, 0.72633], [-2.56531, 4.04645, -0.81644], [-1.60452, 1.78536, -3.24799], [-3.17088, 2.55955, -3.47344], [-3.07165, 0.80055, -3.51547], [-4.60391, 1.01147, 0.49024], [-4.75216, -0.00104, -0.97193], [-5.36810, 1.64606, -0.96926], [1.63659, 2.84105, -0.54097], [2.24389, 3.39877, 1.02912], [2.14881, 4.74088, 1.21123], [2.66311, 5.39234, 2.26679], [3.32486, 4.68427, 3.24760], [3.43287, 3.30886, 3.10830], [2.88829, 2.66272, 1.99809], [1.68149, 5.28863, 0.49455], [2.52552, 6.46535, 2.28516], [3.75150, 5.20913, 4.09109], [3.96166, 2.73374, 3.85806], [2.98604, 1.59372, 1.87238]],
  "lowdin_charge": [0.51, 0.07, 0.06, -0.55, -0.19, 0.07, 0.00, 0.12, 0.08, 0.12, 0.20, 0.12, 0.12, -0.16, 0.66, -0.17, -0.16, 0.67, 0.63, -0.17, -0.17, -0.17, 0.64, -0.18, -0.18, -0.16, 0.08, 0.05, 0.03, 0.08, 0.05, 0.04, 0.08, 0.06, 0.03, 0.06, 0.01, 0.07, 0.05, 0.08, 0.05, 0.01, 0.06, 0.07, -0.03, 0.06, 0.08, 0.04, 0.08, 0.05, 0.05, 0.04, 0.08, 0.59, -0.61, 0.08, 0.02, 0.03, 0.03, -0.06, 0.17, 0.16, 0.15, 0.14, 0.11]
}

=====

# 2
{
  "formula": "C16H38MoN4OS",
  "method": "wB97M-V/def2-TZVPD",
  "lumo_ha": [-0.5509, -0.5508],
  "orbital_gap_ev": [8.124, 8.125],
  "charge": 4,
  "symbols": ["Mo", "C", "C", "N", "C", "C", "N", "C", "C", "C", "N", "C", "C", "N", "C", "H", "H", "H", "H", "H", "H", "H", "H", "H", "H", "H", "H", "H", "H", "H", "H", "H", "H", "H", "H", "H", "H", "H", "H", "C", "C", "C", "S", "O", "C", "C", "C", "H", "H", "H", "H", "H", "H", "H", "H", "H", "H", "H", "H", "H", "H"],
  "xyz": [[-0.08901, 0.20421, -0.45071], [-2.50612, -0.86279, -2.42588], [-1.52018, -2.00209, -2.21882], [-0.17935, -1.46940, -1.77703], [0.76254, -1.34104, -2.95599], [1.92829, -0.49973, -2.52204], [1.33236, 0.78507, -1.98113], [1.03612, 1.74558, -3.12928], [-0.15547, 2.64893, -2.88728], [-0.13223, 3.28847, -1.51035], [-0.67122, 2.32345, -0.47949], [-2.16507, 2.48703, -0.34719], [-2.66396, 1.37689, 0.53392], [-2.19362, 0.08723, -0.07406], [-3.16750, -0.42051, -1.13678], [-3.30382, -1.19093, -3.09552], [-2.01913, -0.02471, -2.94643], [-1.36498, -2.56683, -3.13829], [-1.88247, -2.70469, -1.46650], [0.24291, -2.18935, -1.17424], [0.19825, -0.88345, -3.76793], [1.07276, -2.33622, -3.27805], [2.60956, -0.26926, -3.34283], [2.51199, -0.98012, -1.73316], [2.07153, 1.24577, -1.44669], [0.89059, 1.14524, -4.02486], [1.94056, 2.33777, -3.27365], [-1.10199, 2.11558, -3.03792], [-0.12988, 3.42622, -3.65312], [-0.75541, 4.18218, -1.47180], [0.87694, 3.58717, -1.22059], [-0.28427, 2.63347, 0.42124], [-2.59655, 2.44079, -1.34845], [-2.39155, 3.47004, 0.06876], [-3.75078, 1.37566, 0.62896], [-2.24631, 1.45391, 1.54335], [-2.22330, -0.61688, 0.67267], [-3.87797, 0.38318, -1.32393], [-3.71896, -1.25062, -0.69429], [3.38821, -2.08874, 2.27792], [3.35842, -0.90724, 3.23783], [2.86231, 0.39742, 2.63034], [1.08326, 0.58061, 2.29392], [0.74727, -0.43933, 1.02759], [0.20456, -0.12472, 3.72749], [-0.10483, -1.62581, 3.73527], [-1.33691, -2.01108, 2.92447], [3.83511, -2.95043, 2.77127], [4.00191, -1.87038, 1.40167], [2.39134, -2.39190, 1.94611], [4.37699, -0.67374, 3.56317], [2.81616, -1.13295, 4.15786], [3.33874, 0.65199, 1.67922], [2.99485, 1.26107, 3.30049], [-0.70383, 0.47642, 3.81290], [0.87530, 0.16791, 4.54511], [-0.30507, -1.85138, 4.78666], [0.77207, -2.21252, 3.46787], [-2.19727, -1.39736, 3.20395], [-1.61376, -3.04378, 3.13320], [-1.16816, -1.94926, 1.84109]],
  "lowdin_charge": [1.68, -0.14, -0.13, -0.15, -0.13, -0.13, -0.15, -0.13, -0.14, -0.13, -0.15, -0.13, -0.14, -0.15, -0.12, 0.16, 0.11, 0.15, 0.15, 0.15, 0.14, 0.16, 0.16, 0.14, 0.14, 0.13, 0.16, 0.11, 0.16, 0.15, 0.14, 0.13, 0.14, 0.16, 0.16, 0.13, 0.11, 0.14, 0.15, -0.07, -0.24, -0.29, 1.14, -0.63, -0.28, -0.23, -0.08, 0.11, 0.09, 0.05, 0.15, 0.12, 0.11, 0.13, 0.11, 0.13, 0.15, 0.10, 0.10, 0.11, 0.04]
}

=====

# 3
{
  "formula": "C16H38N2O",
  "method": "wB97M-V/def2-TZVPD",
  "lumo_ha": 0.0297,
  "orbital_gap_ev": 9.237,
  "smiles": "CCN(CC)CC.CCN(CC)CC.C1CCOC1",
  "symbols": ["C", "C", "N", "C", "C", "C", "C", "H", "H", "H", "H", "H", "H", "H", "H", "H", "H", "H", "H", "H", "H", "H", "C", "C", "N", "C", "C", "C", "C", "H", "H", "H", "H", "H", "H", "H", "H", "H", "H", "H", "H", "H", "H", "H", "C", "C", "C", "O", "C", "H", "H", "H", "H", "H", "H", "H", "H"],
  "xyz": [[12.93961, 16.76369, 20.12288], [12.43768, 18.16931, 19.86287], [11.57078, 18.25320, 18.70379], [10.92264, 19.55759, 18.65436], [10.00920, 19.78382, 17.47010], [12.18799, 17.85873, 17.44534], [13.42793, 18.65146, 17.00064], [12.12377, 16.06199, 20.26799], [13.61899, 16.75960, 20.97945], [13.57834, 16.44321, 19.29508], [11.85540, 18.50930, 20.72291], [13.31211, 18.84040, 19.80896], [10.32816, 19.65875, 19.57214], [11.64922, 20.39013, 18.74292], [9.34624, 18.93082, 17.30536], [9.38740, 20.66339, 17.63713], [10.54208, 19.95773, 16.53137], [11.42198, 17.94521, 16.67760], [12.43070, 16.79342, 17.48534], [13.96914, 18.07691, 16.24273], [14.11274, 18.85207, 17.81827], [13.13583, 19.57251, 16.49200], [15.73065, 12.25858, 17.67686], [14.43498, 11.46552, 17.62912], [13.45730, 12.03936, 16.70830], [12.29572, 11.17343, 16.64051], [11.22273, 11.64738, 15.68275], [13.11567, 13.42420, 17.00014], [12.41117, 13.67898, 18.33819], [15.59159, 13.22699, 18.15225], [16.10304, 12.40221, 16.65931], [16.50668, 11.70456, 18.20457], [14.64771, 10.45256, 17.27744], [14.01738, 11.35581, 18.64634], [12.62423, 10.18630, 16.29933], [11.83258, 10.99192, 17.62944], [10.67519, 12.51512, 16.06175], [11.67090, 11.97445, 14.74039], [10.51885, 10.84047, 15.49155], [12.48398, 13.76124, 16.17674], [14.02117, 14.02768, 16.96133], [11.57204, 12.99968, 18.50674], [12.06776, 14.69922, 18.47343], [13.09562, 13.44430, 19.16349], [8.84638, 15.05442, 16.90867], [9.08088, 14.91614, 18.40584], [7.68689, 15.13271, 18.97784], [7.04637, 16.07762, 18.11489], [7.72634, 16.10888, 16.85174], [8.55790, 14.11448, 16.43491], [9.73562, 15.41090, 16.38368], [9.73404, 15.73364, 18.73275], [9.52051, 13.99044, 18.77027], [7.69396, 15.55221, 19.98233], [7.10824, 14.20151, 18.95290], [8.14104, 17.11036, 16.73515], [7.01030, 15.86257, 16.06778]],
  "lowdin_charge": [-0.09, -0.28, -0.19, -0.27, -0.09, -0.25, -0.07, 0.07, 0.08, 0.06, 0.12, 0.11, 0.11, 0.12, 0.06, 0.08, 0.07, 0.10, 0.09, 0.07, 0.06, 0.07, -0.09, -0.27, -0.19, -0.29, -0.09, -0.25, -0.08, 0.06, 0.08, 0.07, 0.11, 0.11, 0.11, 0.11, 0.05, 0.08, 0.07, 0.10, 0.10, 0.06, 0.03, 0.08, -0.16, -0.18, -0.20, -0.14, -0.18, 0.10, 0.10, 0.10, 0.10, 0.12, 0.12, 0.10, 0.12]
}

=====

# 4
{
  "formula": "C16H39BN2O4PPt",
  "method": "wB97M-V/def2-TZVPD",
  "lumo_ha": -0.2151,
  "orbital_gap_ev": 4.938,
  "charge": 1,
  "symbols": ["C", "C", "C", "O", "C", "P", "C", "C", "C", "C", "C", "N", "C", "C", "O", "C", "O", "C", "C", "B", "O", "N", "C", "C", "H", "H", "H", "H", "H", "H", "H", "H", "H", "H", "H", "H", "H", "H", "H", "H", "H", "H", "H", "H", "H", "H", "H", "H", "H", "H", "H", "H", "H", "H", "H", "H", "H", "H", "H", "H", "H", "H", "H", "Pt"],
  "xyz": [[2.98373, 1.77450, 1.53967], [2.64439, 0.56103, 2.48035], [2.45463, -0.69441, 1.56886], [1.04275, -0.84098, 1.32852], [0.78058, -1.68763, 0.23492], [-0.41523, -0.91598, -1.07250], [0.27699, -2.13416, -2.40811], [-1.29976, 0.19850, 0.20728], [-2.07492, -0.60088, 1.31121], [-2.44090, 0.41033, 2.44633], [-1.27476, 0.59625, 3.47032], [-1.00380, 2.02169, 3.74520], [-0.05656, 2.18566, 4.82350], [0.94754, 3.34563, 4.69968], [-0.00790, 1.49599, 5.78508], [0.81127, 0.48543, -1.52621], [1.46994, 0.26939, -2.76686], [2.86004, 0.03273, -2.59142], [3.56320, 0.00490, -3.99734], [-1.73954, -0.36476, -2.40212], [-1.88443, 0.85682, -3.01952], [-2.64376, -1.49023, -2.68874], [-4.00837, -1.24618, -2.13762], [-2.79153, -1.59806, -4.17586], [2.06977, 2.03970, 0.97899], [3.36861, 2.63171, 2.11640], [3.77121, 1.51006, 0.80552], [1.65821, 0.79916, 2.91122], [3.43750, 0.43134, 3.22983], [2.91313, -1.61543, 1.97258], [2.99386, -0.47189, 0.62157], [1.74317, -2.02058, -0.18927], [0.29830, -2.60280, 0.64587], [-1.45408, -2.07119, -0.69706], [-0.02996, -1.76349, -3.41264], [-0.22268, -3.13912, -2.31728], [1.36161, -2.31443, -2.35689], [-0.65883, 0.98606, 0.65204], [-2.09889, 0.76361, -0.33813], [-1.46701, -1.40527, 1.75846], [-3.04044, -0.98981, 0.93436], [-3.32861, 0.09667, 3.02397], [-2.65867, 1.42037, 2.04275], [-1.60786, 0.13373, 4.42536], [-0.35546, 0.05675, 3.18957], [-1.86185, 2.46811, 4.07515], [0.87087, 4.05573, 5.54228], [1.96991, 2.92647, 4.68572], [0.82025, 3.93421, 3.77460], [0.32658, 1.48065, -1.58487], [1.61946, 0.60082, -0.77724], [3.07574, -0.95582, -2.12779], [3.37661, 0.80650, -1.99482], [2.84639, -0.21573, -4.79888], [4.02951, 0.99916, -4.12167], [4.39448, -0.71531, -3.94041], [-2.62271, 1.31623, -2.58277], [-4.06129, -1.35031, -1.03912], [-4.66657, -2.04565, -2.53213], [-4.45769, -0.29310, -2.48341], [-3.61651, -0.92592, -4.48019], [-2.97677, -2.63452, -4.50689], [-1.88488, -1.24634, -4.69604], [-2.06802, -3.34590, -1.26339]],
  "lowdin_charge": [-0.10, -0.17, -0.20, -0.21, -0.28, 0.73, -0.20, -0.27, -0.23, -0.18, -0.21, 0.01, -0.51, -0.01, 0.12, -0.23, -0.19, -0.27, -0.05, -0.65, 0.17, -0.22, -0.09, -0.04, 0.07, 0.07, 0.07, 0.08, 0.11, 0.13, 0.10, 0.10, 0.10, -0.04, 0.06, 0.01, 0.05, 0.10, 0.09, 0.10, 0.09, 0.11, 0.11, 0.12, 0.10, 0.13, 0.09, 0.08, 0.07, 0.12, 0.08, 0.11, 0.12, 0.08, 0.08, 0.08, 0.13, 0.08, 0.11, 0.11, 0.11, 0.11, 0.10, 0.78]
}